Record 1
Formula: C5H10O
Source: the Open Molecules 2025 dataset
Level of theory: ωB97M-V with the def2-TZVPD basis set

The SMILES is CC[C@H]1O[C@H]1C. The spin multiplicity is 1. The charge is 0.

Cartesian coordinates (Å):
C  -1.42022  1.37901  -0.06130
C  -1.02519  0.25721  0.90563
C  0.47886  0.21044  0.90573
O  1.26052  -0.92985  1.21109
C  1.31717  -0.40756  -0.12324
C  0.95268  -1.43443  -1.16046
H  -0.81658  2.27679  0.12579
H  -2.47224  1.66106  0.02884
H  -1.23018  1.07535  -1.09708
H  -1.38198  0.48126  1.91878
H  -1.46577  -0.69946  0.60681
H  0.91392  1.10861  1.35369
H  2.20369  0.17696  -0.38053
H  0.12077  -2.05684  -0.82271
H  1.83039  -2.08333  -1.26330
H  0.73417  -1.01521  -2.14776

Cartesian forces (eV/Å) of the 2 atoms listed first:
-0.1 0.0 -0.1
0.0 -0.1 0.0

=====

Record 2
Formula: C36H80F16N12O32S16
Source: the Open Molecules 2025 dataset
Level of theory: ωB97M-V with the def2-TZVPD basis set

The spin multiplicity is 1. The charge is -4.

Cartesian coordinates (Å):
C  -4.84214  2.58213  11.00764
C  -3.68045  2.45360  9.96249
C  -4.25999  2.32263  8.53963
N  -3.28208  2.12014  7.31445
C  -2.59109  0.69693  7.40728
C  -1.72477  0.40853  6.13088
C  -0.61790  1.57860  5.94255
C  -1.21555  2.94788  6.18822
C  -2.09731  3.10717  7.38420
C  -4.21889  2.12626  6.00619
H  -5.52733  3.39254  10.75893
H  -4.55437  2.85935  12.02177
H  -5.52277  1.73131  10.97694
H  -2.98430  1.62810  10.11089
H  -3.04901  3.34196  9.97693
H  -4.72110  3.27228  8.26828
H  -4.92063  1.46848  8.39102
H  -1.96690  0.62375  8.29786
H  -3.38112  -0.03674  7.56748
H  -1.16685  -0.51142  6.30558
H  -2.45106  0.30988  5.32412
H  0.19360  1.30270  6.61593
H  -0.15445  1.50028  4.95909
H  -0.37184  3.63298  6.27116
H  -1.70999  3.32665  5.29371
H  -1.62468  3.05099  8.36480
H  -2.54379  4.10110  7.41352
H  -3.72321  1.98066  5.04639
H  -4.79676  3.05003  6.03515
H  -4.95183  1.32817  6.12425
C  8.91282  -4.04002  0.07852
C  8.16199  -3.19538  -0.93618
C  8.08857  -1.67758  -0.69042
N  7.48137  -0.89083  -1.91623
C  7.58171  0.62769  -1.55442
C  8.96877  1.20388  -1.76890
C  9.68567  0.87999  -3.08856
C  9.61297  -0.66565  -3.32245
C  8.19237  -1.28216  -3.24807
C  6.01876  -1.30609  -2.04232
H  8.38081  -4.05351  1.02978
H  9.92711  -3.69827  0.28478
H  8.94574  -5.08347  -0.23486
H  7.11767  -3.50763  -0.93592
H  8.61422  -3.38721  -1.90921
H  9.10171  -1.30983  -0.52793
H  7.56594  -1.45152  0.23902
H  7.05158  0.83413  -0.62467
H  7.00510  1.11267  -2.34208
H  9.57058  0.84094  -0.93570
H  8.91210  2.28850  -1.67678
H  10.71321  1.23647  -3.16062
H  9.19647  1.48547  -3.85157
H  10.26315  -1.16005  -2.60068
H  9.93939  -0.86281  -4.34356
H  8.13925  -2.36360  -3.37365
H  7.68394  -0.75850  -4.05762
H  5.65894  -0.59501  -2.78595
H  5.39610  -1.20801  -1.15306
H  5.84851  -2.26173  -2.53818
C  -2.25208  -1.63424  2.79364
C  -1.79503  -1.57907  1.30791
C  -0.30029  -1.35155  1.09555
N  0.09455  -1.14524  -0.36482
C  -0.49758  0.12165  -1.09664
C  0.13773  0.46647  -2.46274
C  1.66904  0.60168  -2.26612
C  2.29894  -0.64327  -1.71023
C  1.63420  -0.93125  -0.32567
C  -0.03294  -2.46274  -1.08083
H  -2.24263  -0.61721  3.18565
H  -1.48072  -2.12230  3.38936
H  -3.25854  -2.03822  2.90289
H  -2.30728  -0.73926  0.83843
H  -2.02472  -2.55111  0.87146
H  0.34889  -2.16878  1.40987
H  0.00426  -0.42310  1.57859
H  -0.34962  0.93182  -0.38261
H  -1.58243  0.03175  -1.15242
H  -0.36620  1.21380  -3.07563
H  -0.03893  -0.35707  -3.15460
H  1.83478  1.49210  -1.65966
H  2.01125  0.89545  -3.25844
H  3.38505  -0.55195  -1.69909
H  2.18663  -1.47815  -2.40194
H  1.79139  -0.07355  0.32835
H  2.07687  -1.80219  0.15766
H  -1.08358  -2.75286  -1.08921
H  0.61872  -3.22476  -0.65329
H  0.15792  -2.50447  -2.15318
C  -5.26376  0.27568  2.24097
C  -5.81883  0.53299  0.81277
C  -5.87332  2.05864  0.47186
N  -6.60262  2.33133  -0.85906
C  -6.46833  3.85315  -1.11937
C  -7.27433  4.33340  -2.38618
C  -8.73109  3.87330  -2.38637
C  -8.81549  2.34791  -2.10866
C  -8.10169  1.92952  -0.80930
C  -5.87319  1.75806  -2.08341
H  -5.22428  -0.75455  2.59476
H  -5.86988  0.79273  2.98487
H  -4.28686  0.75347  2.16690
H  -6.79961  0.06505  0.72789
H  -5.16741  -0.01174  0.12939
H  -4.88549  2.51937  0.47077
H  -6.50093  2.67944  1.11126
H  -6.78956  4.34944  -0.20362
H  -5.40418  4.02008  -1.28619
H  -7.24697  5.41604  -2.26266
H  -6.75551  4.20155  -3.33568
H  -9.28257  4.36408  -1.58444
H  -9.32414  4.18530  -3.24606
H  -9.85376  2.01627  -2.09864
H  -8.38102  1.90667  -3.00568
H  -8.49193  2.29212  0.14167
H  -8.11568  0.84065  -0.76182
H  -5.97550  0.70403  -1.82524
H  -4.81184  1.97987  -2.19482
H  -6.24604  1.91176  -3.09607
N  -2.50579  4.57815  1.07364
S  -3.05737  4.84620  2.43317
O  -2.39110  5.82783  3.35415
O  -3.81791  3.81688  3.09280
F  -4.29550  5.73200  1.87063
S  -1.65375  3.15022  1.49354
O  -2.22647  1.81657  1.17152
O  -0.88881  3.19964  2.69683
F  -0.49192  3.33869  0.37659
N  2.16348  -1.93100  -6.68394
S  2.03974  -1.70614  -8.15007
O  1.72461  -0.36676  -8.69222
O  1.66861  -2.88505  -8.96391
F  3.64749  -1.81966  -8.26588
S  0.71942  -1.17760  -6.22903
O  -0.50693  -1.37723  -6.93429
O  0.89948  0.14785  -5.64626
F  0.58769  -2.07966  -4.84284
N  5.59122  -0.31170  -5.67704
S  6.70005  -0.29107  -6.97709
O  8.08442  -0.06858  -6.74232
O  6.22954  -0.05129  -8.36628
F  6.61399  -1.90208  -7.04387
S  5.43689  1.23537  -5.82784
O  4.58112  1.74213  -6.93867
O  6.55186  2.08433  -5.31857
F  4.34120  1.34084  -4.61672
N  4.68643  -4.01974  -4.00069
S  3.69814  -4.38470  -2.63257
O  4.03061  -3.62881  -1.40570
O  3.13420  -5.74086  -2.41569
F  2.44425  -3.57997  -3.31291
S  5.68224  -5.10671  -3.77409
O  5.56044  -6.35101  -4.50856
O  6.21159  -5.30339  -2.44388
F  6.83365  -4.28105  -4.58773
N  2.94446  -1.30347  2.57301
S  4.22004  -0.30359  2.13502
O  5.37269  -0.02420  3.00635
O  3.98212  0.64127  1.06538
F  4.94703  -1.44355  1.24673
S  2.44345  -0.46190  3.68768
O  1.65899  0.76379  3.33440
O  3.36075  -0.38309  4.82978
F  1.28199  -1.44694  4.24668
N  -2.49628  5.26309  -3.04457
S  -3.59587  4.88922  -4.26698
O  -4.33567  3.66899  -4.12644
O  -3.30151  5.32287  -5.63866
F  -4.72766  5.88927  -3.70098
S  -1.73883  3.91272  -3.26571
O  -1.03621  3.63069  -4.51276
O  -2.27374  2.81714  -2.47044
F  -0.43414  4.39042  -2.50282
N  -4.32360  -4.12804  -1.07248
S  -5.35838  -3.73218  -0.05303
O  -6.72673  -3.87714  -0.50261
O  -5.03391  -2.72829  0.92335
F  -5.21448  -5.12577  0.84381
S  -4.50942  -2.75215  -1.97785
O  -3.84112  -1.59690  -1.44029
O  -5.77964  -2.54568  -2.69980
F  -3.55024  -3.22297  -3.23829
N  -1.46569  -6.68840  0.29418
S  -0.11100  -6.67469  -0.25792
O  0.93815  -7.40646  0.49314
O  0.24533  -5.51341  -1.13104
F  -0.33089  -7.77464  -1.42762
S  -1.07918  -6.18096  1.84225
O  -0.48460  -4.83822  1.99480
O  -0.75873  -7.20622  2.81935
F  -2.59410  -5.89906  2.33829

Cartesian forces (eV/Å) of the 2 atoms listed first:
0.0 0.2 -0.9
-0.2 0.0 -0.5

=====

Record 3
Formula: C5H11N3O
Source: the Open Molecules 2025 dataset
Level of theory: ωB97M-V with the def2-TZVPD basis set

The spin multiplicity is 1. The charge is 0.

Cartesian coordinates (Å):
C  0.91571  -0.08581  0.21067
C  2.19618  -0.62886  -0.41607
C  -2.11504  -1.10499  -0.64834
C  0.23566  1.10588  -1.11006
C  -1.50123  0.19268  -0.22446
N  1.10891  0.87472  1.29134
N  -1.81355  0.68124  0.98472
N  -1.05720  1.04469  -1.18769
O  1.10202  1.78312  -1.57714
H  0.37739  -0.93506  0.63719
H  1.65983  1.66091  0.96030
H  1.61073  0.46474  2.07415
H  -2.21641  0.07756  1.68318
H  -1.21600  1.42374  1.33234
H  1.96487  -1.38075  -1.17302
H  2.76336  0.17182  -0.88999
H  2.83240  -1.09554  0.34314
H  -1.57444  -1.50955  -1.49912
H  -2.12721  -1.83812  0.15822
H  -3.14597  -0.90242  -0.94937

Cartesian forces (eV/Å) of the 2 atoms listed first:
0.9 1.8 -1.8
-0.1 0.0 0.4

=====

The maximum force results, record by record, are as follows: 0.401; 12.017; 3.700 eV/A.
The orbital gap results, record by record, are as follows: 11.07; 4.90; 8.21 eV.
The relative energy (zero: lowest compared OMol25 entry of this formula, charge and spin) results, record by record, are as follows: 1.2710; 13.1910; 2.3337 eV.